1.
Molecular formula: C4H4N2O
Method: DFT, ωB97M-V/def2-TZVPD

Calculated values
* ΔE to the lowest compared entry with this formula, charge and spin: 4.3 kcal per mole
* Kohn-Sham gap: 9.689 eV
* SMILES: O=c1cc[nH]cn1
* largest force on an atom: 0.39 eV/Å
* E: -339.57477 Ha
* 2S+1: 1
* LUMO level: 0.4 eV

XYZ file:
```
11
C4H4N2O | the OMol25 dataset | ωB97M-V/def2-TZVPD
N 0.0365 -1.2237 0.3465
H 0.5095 1.0835 -2.0288
O -0.5843 2.6505 -0.1897
C 0.2615 0.6299 -1.0775
C -0.2494 -0.3713 1.3755
C -0.2580 1.4960 -0.0050
H -0.3624 -0.8531 2.3465
H 0.6758 -1.4034 -1.6436
N -0.3633 0.9019 1.2762
H -0.0157 -2.2195 0.4927
C 0.3493 -0.6972 -0.8876
```

=====

2.
Molecular formula: C4H4N2O
Method: DFT, ωB97M-V/def2-TZVPD

Calculated values
* ΔE to the lowest compared entry with this formula, charge and spin: 62.2 kcal per mole
* Kohn-Sham gap: 12.097 eV
* SMILES: COC(C#N)C#N
* largest force on an atom: 4.10 eV/Å
* E: -339.48254 Ha
* 2S+1: 1
* LUMO level: 0.5 eV

XYZ file:
```
11
C4H4N2O | the OMol25 dataset | ωB97M-V/def2-TZVPD
O -0.3297 -0.7130 0.5456
N 2.9688 -1.3778 -0.0678
C 1.9809 -0.7889 -0.1460
C 0.6632 -0.1498 -0.3613
H -2.3744 -0.6608 0.9534
H -1.9258 -0.3476 -0.5843
N 1.1483 2.3415 0.0562
H -1.8904 0.9160 0.7503
C -1.6138 -0.1979 0.3812
C 0.9684 1.2548 -0.1287
H 0.4044 -0.2764 -1.3985
```

=====

3.
Molecular formula: C4H4N2O
Method: DFT, ωB97M-V/def2-TZVPD

Calculated values
* ΔE to the lowest compared entry with this formula, charge and spin: 51.5 kcal per mole
* Kohn-Sham gap: 9.841 eV
* SMILES: [H]/N=C/N=C=CC=O
* largest force on an atom: 0.82 eV/Å
* E: -339.49956 Ha
* 2S+1: 1
* LUMO level: 0.4 eV

XYZ file:
```
11
C4H4N2O | the OMol25 dataset | ωB97M-V/def2-TZVPD
H -3.2668 0.9571 -0.4563
H -1.0915 2.2265 -0.6923
C -2.3369 0.4557 -0.1152
O -2.3771 -0.6725 0.3210
C 1.9973 -0.6600 0.2367
C 0.0348 0.7137 0.2055
N 1.0519 0.2820 0.6933
H 3.0018 -0.2419 0.1055
N 1.6617 -1.8676 0.1024
C -1.0995 1.2386 -0.2384
H 2.4643 -2.4405 -0.1519
```

=====

4.
Molecular formula: C4H4N2O
Method: DFT, ωB97M-V/def2-TZVPD

Calculated values
* ΔE to the lowest compared entry with this formula, charge and spin: 107.2 kcal per mole
* Kohn-Sham gap: 9.189 eV
* SMILES: [H]/N=C1/CO[C@H]2N=C12
* largest force on an atom: 4.82 eV/Å
* E: -339.41085 Ha
* 2S+1: 1
* LUMO level: -0.1 eV

XYZ file:
```
11
C4H4N2O | the OMol25 dataset | ωB97M-V/def2-TZVPD
H 0.5053 -1.2210 1.4192
H -2.1916 0.0326 -1.2860
C 0.3617 -0.9618 0.4528
H 2.2560 1.6329 -0.3411
N 2.0324 0.7121 0.0264
N -1.5501 1.1265 0.4701
C 0.8501 0.4835 0.1369
O -1.0272 -1.1638 0.1420
C -0.4649 1.0065 -0.2032
H 0.7606 -1.6474 -0.3674
C -1.5323 -0.0001 -0.4496
```